{"formula": "C31H41N2", "method": "ωB97M-V/def2-TZVPD", "total_charge": 1, "homo_energy_ha": -0.3332, "gap_ev": 4.2856, "total_energy_ev": -35786.129, "elements": ["C", "C", "C", "N", "C", "C", "C", "C", "C", "C", "C", "C", "H", "H", "H", "H", "H", "H", "H", "H", "H", "H", "H", "H", "H", "H", "H", "H", "H", "H", "H", "C", "C", "C", "C", "C", "N", "C", "C", "C", "C", "C", "C", "C", "C", "C", "C", "C", "C", "C", "C", "C", "H", "H", "H", "H", "H", "H", "H", "H", "H", "H", "H", "H", "H", "H", "H", "H", "H", "H", "H", "H", "H", "H"], "positions_angstrom": [[-0.1054, 5.0371, -0.8664], [-0.0071, 5.6115, 0.5361], [0.5901, 4.6581, 1.5708], [0.2602, 3.2558, 1.4281], [0.6575, 2.3748, 2.4016], [0.3606, 1.0212, 2.4026], [0.1838, 0.2782, 3.6864], [0.7911, 0.9117, 4.9701], [1.8096, 2.0074, 4.6713], [1.3020, 3.0068, 3.6253], [-0.3059, 2.7001, 0.2145], [-0.8147, 3.6885, -0.8407], [-0.6961, 5.7279, -1.4750], [0.8860, 4.9559, -1.3314], [0.6191, 6.5075, 0.5300], [-1.0034, 5.9121, 0.8854], [1.6900, 4.7798, 1.5623], [0.2446, 5.0240, 2.5514], [0.1136, 0.4652, 1.4931], [-0.8905, 0.1205, 3.8857], [0.6180, -0.7249, 3.5749], [-0.0217, 1.3249, 5.5821], [1.2692, 0.1275, 5.5703], [2.0405, 2.5633, 5.5861], [2.7444, 1.5444, 4.3269], [2.1432, 3.6652, 3.3532], [0.5521, 3.6500, 4.1264], [0.4596, 2.0567, -0.2602], [-1.1424, 2.0290, 0.4805], [-1.8878, 3.8501, -0.6695], [-0.7106, 3.2079, -1.8198], [1.5567, -0.4532, -3.9312], [2.3145, -0.5332, -2.6045], [3.8077, -0.7765, -2.8727], [2.1737, 0.7567, -1.8071], [1.7363, -1.6862, -1.8049], [2.4636, -2.8019, -1.6390], [1.7487, -3.7698, -0.9485], [0.4761, -3.2495, -0.6677], [-0.4262, -4.0488, 0.0343], [-0.0416, -5.3475, 0.4101], [1.2554, -5.8255, 0.1435], [2.1753, -5.0246, -0.5506], [0.4424, -1.8827, -1.2070], [-0.6512, -1.0054, -1.1081], [-2.0247, -1.4261, -1.1700], [-2.4414, -2.6432, -1.7928], [-3.7598, -3.0651, -1.7129], [-4.7128, -2.3243, -1.0044], [-6.0803, -2.8992, -0.7917], [-4.3535, -1.0673, -0.4960], [-3.0523, -0.6037, -0.6218], [0.4764, -0.3899, -3.7644], [1.8746, 0.4305, -4.4977], [1.7534, -1.3452, -4.5376], [4.3693, -0.9035, -1.9375], [3.9852, -1.6407, -3.5271], [4.2241, 0.1038, -3.3799], [2.5017, 0.6000, -0.7724], [2.7994, 1.5465, -2.2457], [1.1374, 1.1050, -1.8119], [3.4125, -2.9500, -1.9645], [-1.4101, -3.6535, 0.2840], [-0.7583, -5.9863, 0.9275], [1.5381, -6.8256, 0.4730], [3.1907, -5.3459, -0.7861], [-0.4647, 0.0650, -1.0336], [-1.7192, -3.2457, -2.3473], [-4.0789, -3.9875, -2.2036], [-6.7316, -2.1895, -0.2712], [-6.5573, -3.1582, -1.7457], [-6.0268, -3.8251, -0.2005], [-5.1098, -0.4554, 0.0018], [-2.7623, 0.3897, -0.2683]], "atomic_forces_ev_per_a": [[0.0, 0.0, 0.0], [-0.2, -0.2, 0.2], [0.7, 0.7, 0.1], [-0.3, 0.1, -0.7], [-0.6, -1.4, 0.7], [0.4, 1.8, -0.2], [0.6, -0.9, 0.6], [-0.2, 0.1, -0.2], [0.0, -0.2, -0.3], [-0.4, 0.0, 0.6], [0.4, -0.2, -0.2], [-0.2, 0.1, 0.2], [0.2, -0.1, -0.1], [-0.1, -0.1, 0.1], [-0.2, 0.0, 0.1], [0.1, 0.0, -0.2], [-0.3, 0.0, -0.1], [0.2, -0.2, -0.3], [-0.3, 0.4, 0.2], [0.3, 0.0, -0.2], [-0.2, 0.0, 0.0], [0.2, 0.0, -0.1], [-0.2, 0.2, -0.1], [0.1, -0.1, -0.1], [-0.1, 0.1, 0.0], [-0.4, -0.2, -0.1], [0.3, -0.1, -0.2], [-0.2, 0.1, 0.3], [0.2, 0.1, 0.1], [0.2, 0.1, -0.1], [-0.2, 0.0, 0.1], [-0.1, 0.0, -0.3], [0.2, -0.4, 0.1], [0.2, 0.1, -0.1], [0.0, 0.2, 0.2], [0.8, 0.2, 0.2], [-0.5, 0.6, -0.1], [-0.5, -0.3, 0.5], [0.1, -0.7, -0.3], [0.1, -0.4, 0.3], [0.2, 0.6, -0.1], [0.0, 0.4, -0.3], [-0.2, -0.4, 0.2], [-0.5, 0.0, 0.2], [0.5, -0.6, -0.9], [-0.8, -0.2, 0.2], [0.0, 0.1, 0.2], [0.5, 0.1, -0.2], [0.1, 0.1, 0.2], [-0.3, 0.1, 0.0], [0.1, 0.1, -0.1], [0.6, -0.1, 0.0], [0.1, 0.1, -0.1], [0.0, -0.2, 0.1], [-0.1, 0.2, 0.0], [-0.1, 0.0, -0.2], [0.0, 0.2, 0.1], [-0.1, -0.3, 0.1], [-0.1, 0.2, -0.1], [-0.2, -0.2, 0.1], [0.2, 0.0, 0.0], [-0.3, 0.3, -0.1], [0.2, -0.3, 0.0], [0.3, 0.2, -0.1], [-0.1, 0.3, -0.1], [-0.3, -0.1, 0.2], [0.0, -0.1, -0.1], [-0.2, 0.2, 0.2], [0.2, 0.2, 0.2], [0.1, -0.2, -0.1], [0.1, 0.1, 0.2], [0.0, 0.3, -0.1], [0.3, -0.2, -0.2], [-0.2, -0.3, 0.1]]}

=====

{"formula": "C31H42AsBN12O4PS2Y", "method": "ωB97M-V/def2-TZVPD", "homo_energy_ha": -0.2801, "gap_ev": 7.7024, "total_energy_ev": -152424.837, "elements": ["Y", "C", "C", "C", "C", "N", "N", "B", "N", "C", "C", "C", "C", "N", "N", "C", "C", "C", "C", "N", "N", "C", "C", "C", "C", "N", "H", "H", "H", "H", "H", "H", "H", "H", "H", "H", "H", "H", "H", "H", "H", "H", "H", "H", "H", "H", "O", "N", "C", "C", "C", "C", "C", "S", "H", "H", "H", "H", "N", "C", "C", "C", "N", "C", "N", "C", "As", "C", "C", "S", "H", "H", "H", "H", "H", "H", "H", "H", "H", "C", "O", "P", "O", "C", "O", "C", "H", "H", "H", "H", "H", "H", "H", "H", "H"], "positions_angstrom": [[0.4696, 0.1765, -0.3459], [3.2999, -2.6641, 0.3931], [1.9154, -3.0752, 0.0087], [1.5572, -4.3797, -0.3452], [0.2070, -4.3288, -0.5906], [-0.2175, -3.0744, -0.3708], [0.8359, -2.2800, -0.0246], [-1.6613, -2.5738, -0.6511], [-2.1769, -1.6153, 0.4597], [-3.4429, -1.5990, 0.9089], [-3.6025, -0.5004, 1.7198], [-2.3640, 0.1435, 1.7077], [-2.0136, 1.4102, 2.4080], [-1.5029, -0.5325, 0.9361], [-1.6614, -1.8319, -1.9995], [-2.5653, -1.8325, -2.9888], [-2.1221, -0.9861, -3.9772], [-0.9133, -0.4744, -3.5068], [-0.0645, 0.5159, -4.2259], [-0.6331, -0.9734, -2.2955], [-2.5719, -3.8040, -0.5969], [-2.6673, -4.6118, 0.4882], [-3.7016, -5.4852, 0.2757], [-4.2135, -5.1257, -0.9901], [-5.3598, -5.7282, -1.7362], [-3.5320, -4.1141, -1.4986], [3.8868, -3.5649, 0.5712], [3.2992, -2.0613, 1.2979], [3.7825, -2.0951, -0.4010], [2.2053, -5.2367, -0.4049], [-0.4791, -5.0971, -0.8998], [-4.1470, -2.3561, 0.6079], [-4.4935, -0.1871, 2.2351], [-2.9183, 1.8506, 2.8252], [-1.5668, 2.1290, 1.7224], [-1.3061, 1.2444, 3.2204], [-3.4439, -2.4475, -2.9172], [-2.6029, -0.7637, -4.9138], [-0.3912, 0.5792, -5.2628], [0.9886, 0.2459, -4.2069], [-0.1662, 1.5107, -3.7861], [-1.9965, -4.5007, 1.3249], [-4.0440, -6.2688, 0.9300], [-5.7660, -6.5811, -1.1945], [-5.0440, -6.0680, -2.7226], [-6.1593, -5.0001, -1.8750], [2.6278, 0.0589, 0.1011], [3.6780, 0.7561, -0.2872], [4.8329, 0.5799, 0.3920], [5.9673, 1.2488, 0.0279], [5.9087, 2.1152, -1.0678], [4.7280, 2.2718, -1.7476], [3.5641, 1.5805, -1.3647], [2.0694, 1.6880, -2.1684], [4.7459, -0.1002, 1.2255], [6.8776, 1.0954, 0.5875], [6.7913, 2.6547, -1.3844], [4.6576, 2.9180, -2.6108], [-1.3292, 1.5565, -1.0801], [-2.4018, 1.7998, -1.4510], [-3.6623, 2.1361, -1.9055], [-4.6333, 1.1184, -2.0581], [-5.4129, 0.2736, -2.1592], [-3.9181, 3.5020, -2.1706], [-4.0674, 4.6340, -2.3443], [2.4647, 5.1163, -1.0252], [0.7250, 4.6157, -0.3623], [-0.4042, 4.4992, -1.9135], [0.0816, 6.1772, 0.5677], [0.7990, 2.9970, 0.9828], [2.3839, 6.0447, -1.5904], [2.8269, 4.3156, -1.6638], [3.1377, 5.2506, -0.1805], [-0.2508, 5.4007, -2.5070], [-1.4472, 4.4479, -1.6049], [-0.1408, 3.6190, -2.4916], [0.0766, 7.0346, -0.1042], [0.7261, 6.3698, 1.4225], [-0.9289, 5.9742, 0.9166], [1.2875, 0.4354, 5.4735], [0.7697, 0.7050, 4.1634], [1.4824, 0.1246, 2.8306], [3.0408, 0.5193, 3.0694], [3.3975, 1.9056, 3.1089], [1.7448, -1.4356, 3.1944], [0.5981, -2.2975, 3.2528], [1.1867, 1.3465, 6.0595], [2.3346, 0.1375, 5.4289], [0.7034, -0.3595, 5.9357], [4.4382, 1.9485, 3.4230], [2.7791, 2.4484, 3.8266], [3.2773, 2.3694, 2.1306], [0.9509, -3.3120, 3.0792], [-0.1356, -2.0389, 2.4906], [0.1362, -2.2338, 4.2399]], "atomic_forces_ev_per_a": [[0.0, 0.3, 0.0], [0.0, 0.0, 0.0], [0.0, -0.1, 0.0], [0.0, 0.0, 0.0], [0.0, 0.0, 0.0], [0.1, 0.0, 0.0], [0.0, 0.1, 0.0], [0.0, 0.0, 0.0], [-0.1, -0.1, 0.1], [0.1, 0.0, 0.0], [0.0, 0.0, 0.0], [0.0, 0.0, 0.0], [0.0, 0.0, 0.0], [0.0, 0.0, 0.0], [0.0, 0.0, 0.0], [-0.1, 0.0, 0.0], [0.0, 0.0, 0.0], [-0.1, 0.0, 0.0], [0.0, 0.0, 0.0], [0.0, 0.0, 0.0], [0.0, 0.1, 0.1], [0.0, 0.0, 0.0], [0.0, 0.0, 0.0], [0.0, 0.0, 0.0], [0.0, 0.0, 0.0], [0.0, 0.0, 0.0], [0.0, 0.0, 0.0], [0.0, 0.0, 0.0], [0.0, 0.0, 0.0], [0.0, 0.0, 0.0], [0.0, 0.0, 0.0], [0.0, 0.0, 0.0], [0.0, 0.0, 0.0], [0.0, 0.0, 0.0], [0.0, 0.0, 0.0], [0.0, 0.0, 0.0], [0.0, 0.0, 0.0], [0.0, 0.0, 0.0], [0.0, 0.0, 0.0], [0.0, 0.0, 0.0], [0.0, 0.0, 0.0], [0.0, 0.0, 0.0], [0.0, 0.0, 0.0], [0.0, 0.0, 0.0], [0.0, 0.0, 0.0], [0.0, 0.0, 0.0], [0.1, 0.1, 0.0], [0.0, 0.1, -0.1], [-0.1, 0.0, 0.1], [0.0, 0.0, 0.0], [0.0, 0.0, 0.0], [0.0, 0.0, 0.0], [0.0, 0.0, 0.1], [0.0, -0.1, -0.2], [0.0, 0.0, 0.0], [0.0, 0.0, 0.0], [0.0, 0.0, 0.0], [0.0, 0.0, 0.0], [0.0, -0.1, -0.1], [0.0, 0.1, -0.1], [0.0, 0.0, 0.0], [-0.1, 0.0, 0.0], [0.0, 0.0, 0.0], [-0.1, 0.0, 0.1], [0.0, 0.0, -0.1], [0.0, 0.1, 0.0], [0.0, 0.1, -0.1], [0.0, 0.0, 0.0], [0.0, -0.1, 0.0], [0.1, -0.1, 0.1], [0.0, 0.0, 0.0], [0.0, 0.0, 0.0], [0.0, 0.0, 0.0], [0.0, 0.0, 0.0], [0.1, 0.0, 0.0], [0.0, 0.0, 0.0], [0.0, 0.0, 0.0], [0.0, 0.0, 0.0], [0.0, 0.0, 0.0], [0.0, 0.0, 0.0], [0.0, 0.0, 0.0], [0.0, -0.2, 0.0], [0.1, 0.1, 0.0], [0.0, 0.0, 0.0], [0.0, 0.0, 0.0], [0.1, 0.0, 0.0], [0.0, 0.0, 0.0], [0.0, 0.0, 0.0], [0.0, 0.0, 0.0], [0.0, 0.0, 0.0], [0.0, 0.0, 0.0], [0.0, 0.0, 0.0], [0.0, 0.0, 0.0], [0.0, 0.0, 0.0], [0.0, 0.0, 0.0]]}